No. 1
Below is a structure of composition C17H51B4FN6O7P2Si at a distorted geometry, with properties calculated with ωB97M-V/def2-TZVPD.

Values from the calculation:
E_LUMO = -0.09 eV
HOMO = -8.070 eV
Kohn-Sham gap = 7.980 eV
E_tot = -2705.28108 hartree
Max |F| = 7.85 eV/A

Geometry as ORCA input:
```
! wB97M-V def2-TZVPD RIJCOSX def2/J DEFGRID3
* xyz 0 1
C 2.682 6.504 6.623
Si 0.918 5.936 6.270
C -0.338 7.366 6.219
C 0.333 4.802 7.688
B 0.688 4.877 4.612
O 1.693 4.363 3.795
B 1.258 3.388 2.897
C 2.024 3.127 1.537
C 3.458 3.677 1.510
F 4.339 2.583 1.578
O 0.118 2.610 3.126
B -0.622 3.142 4.179
B -1.394 2.216 5.365
O -2.725 2.256 5.668
O -0.626 1.368 6.139
O -0.625 4.549 4.222
H 3.354 5.675 6.852
H 3.089 7.101 5.802
H 2.648 7.169 7.494
H -1.122 7.052 5.524
H 0.111 8.312 5.912
H -0.804 7.506 7.198
H -0.750 4.657 7.590
H 0.473 5.306 8.649
H 0.825 3.827 7.670
H 1.426 3.472 0.687
H 2.083 2.036 1.455
H 3.702 4.338 2.342
H 3.636 4.160 0.546
H -3.223 2.661 4.945
H 0.300 1.593 5.968
O -0.031 2.178 -1.608
P 0.132 1.748 -3.057
N -0.967 2.931 -3.717
C -1.756 2.784 -4.927
C -0.471 4.304 -3.651
N -0.694 0.229 -2.858
C -1.995 -0.039 -3.441
C -0.693 -0.316 -1.501
N 0.691 1.272 -4.667
C 1.045 -0.143 -4.898
C 1.938 2.028 -4.983
H -1.151 2.774 -5.844
H -2.454 3.622 -5.008
H -2.382 1.899 -4.919
H 0.252 4.529 -4.448
H 0.008 4.497 -2.689
H -1.293 5.018 -3.742
H -2.775 0.627 -3.048
H -2.291 -1.071 -3.233
H -1.972 0.023 -4.531
H -1.443 0.172 -0.866
H 0.281 -0.204 -1.029
H -0.914 -1.387 -1.529
H 1.730 -0.532 -4.142
H 1.522 -0.240 -5.877
H 0.170 -0.785 -4.938
H 2.756 1.750 -4.312
H 1.784 3.105 -4.885
H 2.254 1.841 -6.008
O -1.054 -4.097 -2.204
P -0.993 -5.418 -1.475
N 0.641 -5.321 -0.904
C 1.503 -6.447 -0.595
C 0.861 -4.273 0.094
N -1.081 -6.426 -2.894
C 0.021 -7.270 -3.319
C -1.648 -5.789 -4.082
N -1.393 -6.793 -0.442
C -2.345 -7.802 -0.947
C -2.012 -6.279 0.814
H 1.182 -7.011 0.291
H 2.515 -6.086 -0.399
H 1.608 -7.140 -1.423
H 0.526 -4.572 1.096
H 0.337 -3.357 -0.185
H 1.921 -4.020 0.162
H 0.917 -6.692 -3.577
H -0.272 -7.854 -4.196
H 0.269 -8.019 -2.564
H -0.919 -5.144 -4.588
H -2.520 -5.189 -3.833
H -1.977 -6.550 -4.794
H -3.264 -7.354 -1.330
H -2.608 -8.487 -0.137
H -1.911 -8.425 -1.722
H -2.972 -5.793 0.618
H -1.367 -5.548 1.304
H -2.175 -7.089 1.525
*
```

Results of the Löwdin charge analysis, in e, for atoms 1 through 5: atom 1 (C): -0.19, atom 2 (Si): 0.63, atom 3 (C): -0.18, atom 4 (C): -0.17, atom 5 (B): -0.50

=====

No. 2
Below is a cluster of 6 separate species, C17H51N6O6 in total at a distorted geometry, with properties calculated with ωB97M-V/def2-TZVPD.

Values from the calculation:
E_LUMO = -1.86 eV
HOMO = -11.594 eV
Kohn-Sham gap = 9.730 eV
E_tot = -1458.02373 hartree
Max |F| = 2.54 eV/A

Geometry as ORCA input:
```
! wB97M-V def2-TZVPD RIJCOSX def2/J DEFGRID3
* xyz 1 1
O -0.482 -0.474 0.229
H -1.423 -0.750 0.061
H 0.248 -1.174 -0.025
H -0.348 -0.109 1.122
C 0.259 -1.180 3.945
O 0.174 -1.448 2.737
N 1.346 -0.550 4.470
N -0.687 -1.544 4.836
H 2.032 -0.280 3.786
H 1.222 -0.097 5.355
H -0.625 -1.332 5.813
H -1.534 -1.912 4.440
C -1.020 4.780 2.918
C -0.179 3.629 2.349
C -0.815 2.899 1.166
O -2.145 2.382 1.485
C -2.234 1.674 2.700
N 1.040 4.248 1.765
H -1.282 5.458 2.105
H -0.498 5.307 3.714
H -1.982 4.441 3.313
H 0.146 2.909 3.098
H -0.268 1.986 0.919
H -0.969 3.483 0.265
H -1.716 0.711 2.633
H -3.303 1.491 2.841
H -1.975 2.293 3.561
H 1.755 4.409 2.461
H 0.785 5.135 1.355
C 2.157 -0.666 -5.307
C 2.008 -0.266 -3.854
C 0.580 0.117 -3.441
O 0.176 1.054 -4.424
C -1.079 1.634 -4.160
N 2.606 -1.341 -3.019
H 1.322 -1.317 -5.582
H 3.141 -1.076 -5.519
H 1.994 0.203 -5.946
H 2.626 0.628 -3.711
H 0.593 0.652 -2.489
H -0.044 -0.782 -3.477
H -1.433 2.344 -4.907
H -1.014 2.193 -3.222
H -1.844 0.851 -4.116
H 2.877 -0.892 -2.158
H 3.458 -1.715 -3.417
C -3.716 0.539 -0.472
C -3.835 -0.948 -0.163
C -3.635 -1.922 -1.328
O -2.246 -1.892 -1.555
C -1.704 -2.843 -2.445
N -3.043 -1.316 1.039
H -4.510 0.774 -1.182
H -2.779 0.720 -1.012
H -3.739 1.155 0.418
H -4.865 -1.035 0.215
H -4.268 -1.563 -2.148
H -4.075 -2.892 -1.072
H -0.642 -2.592 -2.504
H -2.104 -2.811 -3.460
H -1.705 -3.890 -2.126
H -3.051 -2.333 1.058
H -3.517 -0.961 1.857
C 3.467 -3.395 -0.028
C 2.525 -2.304 0.533
C 3.276 -0.985 0.621
O 2.417 0.041 1.086
C 3.118 1.235 1.433
N 1.367 -2.242 -0.427
H 3.824 -3.185 -1.033
H 2.942 -4.353 0.000
H 4.294 -3.614 0.654
H 2.129 -2.599 1.503
H 3.638 -0.714 -0.369
H 4.093 -1.168 1.324
H 3.965 0.894 2.040
H 2.583 1.885 2.128
H 3.408 1.785 0.539
H 0.987 -3.190 -0.400
H 1.758 -2.289 -1.393
*
```

Results of the Löwdin charge analysis, in e, for atoms 1 through 5: atom 1 (O): 0.14, atom 2 (H): 0.09, atom 3 (H): 0.08, atom 4 (H): 0.08, atom 5 (C): -0.66

=====

No. 3
Below is a cluster of 6 separate species, C17H52N5O5 in total at a distorted geometry, with properties calculated with ωB97M-V/def2-TZVPD.

Values from the calculation:
E_LUMO = -2.32 eV
HOMO = -11.735 eV
Kohn-Sham gap = 9.413 eV
E_tot = -1328.26343 hartree
Max |F| = 10.79 eV/A

Geometry as ORCA input:
```
! wB97M-V def2-TZVPD RIJCOSX def2/J DEFGRID3
* xyz 1 1
N 0.530 0.303 0.965
H -0.433 0.041 0.756
H 1.025 -0.639 0.965
H 0.660 0.744 1.866
H 0.876 1.074 0.388
C -2.954 2.661 -1.243
C -3.303 1.868 0.014
C -3.660 0.412 -0.042
O -4.876 0.256 -0.926
C -5.091 -1.169 -1.225
N -2.177 1.891 0.975
H -3.399 3.624 -1.082
H -3.333 2.365 -2.127
H -1.994 2.508 -1.392
H -4.192 2.528 0.510
H -3.709 -0.240 0.874
H -2.812 0.028 -0.527
H -4.268 -1.609 -1.838
H -5.990 -1.269 -2.013
H -5.288 -1.616 -0.276
H -2.200 2.809 1.514
H -2.630 1.396 1.780
C 2.376 -1.283 -3.200
C 2.259 0.207 -2.951
C 0.864 0.720 -3.170
O 0.315 0.238 -4.438
C -0.775 1.044 -4.778
N 2.603 0.527 -1.582
H 3.430 -1.497 -3.127
H 2.010 -1.695 -4.035
H 1.989 -1.888 -2.491
H 2.873 0.805 -3.708
H 0.802 1.890 -3.216
H 0.340 0.364 -2.399
H -0.623 2.143 -5.149
H -1.444 1.138 -3.943
H -1.215 0.492 -5.456
H 2.368 1.352 -1.469
H 3.597 0.506 -1.711
C 1.758 -3.800 0.764
C 0.925 -4.174 -0.472
C 0.372 -5.662 -0.371
O 1.588 -6.557 -0.339
C 1.165 -7.966 -0.279
N -0.173 -3.352 -0.506
H 2.651 -4.307 1.137
H 1.331 -3.607 1.806
H 2.175 -2.800 0.710
H 1.422 -4.133 -1.366
H -0.214 -5.878 -1.128
H -0.183 -5.858 0.535
H 1.958 -8.491 0.318
H 1.268 -8.441 -1.173
H 0.112 -8.260 0.216
H -0.982 -3.780 -0.137
H -0.628 -3.286 -1.479
C 0.263 4.229 4.512
C 0.269 3.351 3.355
C 0.310 4.135 2.007
O -0.950 4.598 1.687
C -1.106 5.315 0.508
N 1.511 2.472 3.376
H -0.583 5.117 4.647
H 1.181 4.821 4.752
H 0.044 3.697 5.502
H -0.791 2.870 3.431
H 0.565 3.400 1.355
H 1.072 4.910 2.036
H -1.032 6.339 0.508
H -2.189 5.240 0.166
H -0.575 4.732 -0.323
H 2.246 3.191 3.301
H 1.435 1.970 4.379
C 3.598 -0.284 2.273
O 2.767 -1.220 2.860
H 3.331 0.685 2.688
H 3.618 -0.325 1.145
H 4.571 -0.321 2.829
H 3.348 -1.596 3.673
*
```

Results of the Löwdin charge analysis, in e, for atoms 1 through 5: atom 1 (N): 0.32, atom 2 (H): 0.11, atom 3 (H): 0.14, atom 4 (H): 0.08, atom 5 (H): 0.11